<1>
Density functional theory data (ωB97M-V/def2-TZVPD) for a cluster of 2 separate species, C9H11PS in total.

```
22
Properties=species:S:1:pos:R:3:nbo_charge:R:1
C 2.93913 0.75757 1.05038 -0.225
C 2.28915 0.03385 1.98835 -0.190
C 2.20871 1.11370 -0.02308 -0.199
C 1.01821 -0.55727 1.70965 -0.206
C 1.01726 0.57781 -0.27190 -0.195
C 0.32742 -0.27252 0.56034 -0.099
C -1.53999 -1.87267 1.10258 -0.643
C -1.94425 1.51359 -3.13984 -0.425
C -0.94681 -0.78025 0.25359 -0.393
P -1.81910 -0.13139 -1.11890 0.760
S -3.56730 -0.93010 -1.22464 -0.541
H 3.96560 1.16185 1.12275 0.213
H 2.81502 -0.27325 2.90167 0.209
H 2.65828 1.80213 -0.70342 0.203
H 0.70315 -1.11607 2.51633 0.209
H 0.68522 0.91910 -1.20125 0.197
H -2.30543 -2.42631 0.62603 0.249
H -2.10531 -1.54695 1.97006 0.231
H -0.58218 -2.52560 1.45381 0.217
H -1.06440 0.99578 -3.46874 0.202
H -1.85683 2.54035 -2.86329 0.202
H -2.89556 1.01664 -3.24046 0.224
```

multiplicity: 1
molecular weight: 182.228 Da
orbital gap (alpha / beta): 5.76 / 5.12 eV
highest occupied orbital energy (alpha / beta): -7.251 / -7.214 eV

=====

<2>
Density functional theory data (ωB97M-V/def2-TZVPD) for the molecule C9H11PS.

```
22
Properties=species:S:1:pos:R:3:nbo_charge:R:1
C 0.62649 -1.96470 2.36606 -0.184
C -0.38309 -2.21088 1.36733 -0.208
C 1.56243 -1.00817 2.14648 -0.226
C -0.70638 -1.27141 0.44609 -0.191
C 1.48387 -0.30540 0.93282 -0.187
C 0.30506 -0.30672 0.19569 -0.396
C -1.48196 2.41210 0.31628 -0.347
C -1.18494 1.94993 -0.87936 -0.477
C -0.22378 0.01569 -2.68230 -0.985
P 0.35096 0.87958 -1.17983 1.177
S 2.58751 2.17233 -1.58453 -0.556
H 0.66285 -2.66385 3.28385 0.226
H -1.15402 -2.93547 1.42611 0.215
H 2.36397 -0.92318 2.92775 0.232
H -1.53884 -1.20361 -0.17378 0.218
H 2.32402 0.46164 0.71163 0.267
H -2.25396 3.14111 0.27710 0.219
H -0.82253 2.13056 1.10652 0.223
H -1.47707 2.26459 -1.86734 0.218
H -1.23330 0.31317 -2.93196 0.238
H 0.39065 0.18748 -3.52619 0.267
H -0.19794 -1.13479 -2.67840 0.259
```

multiplicity: 1
SMILES: C=C[P@@](C)(=S)c1ccccc1
molecular weight: 182.228 Da
orbital gap: 7.46 eV
highest occupied orbital energy: -7.962 eV

=====

<3>
Density functional theory data (ωB97M-V/def2-TZVPD) for a cluster of 2 separate species, C9H11PS in total.

```
22
Properties=species:S:1:pos:R:3:nbo_charge:R:1
C -3.75413 -0.35988 -0.43132 -0.232
C -3.40395 0.08820 0.83107 -0.199
C -2.82761 -0.99503 -1.23837 -0.198
C -2.10529 -0.09502 1.29864 -0.335
C -1.52160 -1.17272 -0.78760 -0.334
C -1.22055 -0.71546 0.46377 0.115
C 2.45952 1.18092 -0.26278 -0.421
C 2.25773 0.76078 1.18832 -0.729
C 3.37638 0.17062 -0.92355 -0.503
P 1.79413 -1.04413 1.26478 0.465
S 2.74749 -1.50786 -0.52423 -0.063
H -4.76363 -0.21284 -0.78994 0.213
H -4.13479 0.58119 1.45715 0.213
H -3.11057 -1.35156 -2.21792 0.213
H -1.82476 0.24374 2.28421 0.221
H -0.78249 -1.65481 -1.41139 0.226
H 1.49469 1.18666 -0.77582 0.219
H 2.89177 2.18296 -0.31811 0.220
H 3.17754 0.90363 1.76808 0.225
H 1.46076 1.33099 1.67021 0.242
H 3.39360 0.24999 -2.00793 0.231
H 4.39576 0.22963 -0.53727 0.213
```

multiplicity: 1
molecular weight: 182.228 Da
orbital gap (alpha / beta): 7.24 / 8.23 eV
highest occupied orbital energy (alpha / beta): -7.178 / -8.428 eV

=====

Most stable to least stable, the ends of the list are <3> and <1>.

=====

<1>
Density functional theory data (ωB97M-V/def2-TZVPD) for a cluster of 2 separate species, CH3ClN2O2 in total.

```
9
Properties=species:S:1:pos:R:3:nbo_charge:R:1
C -0.80494 -0.21181 0.03253 0.697
N -1.51330 0.92197 -0.12444 -0.817
N 1.61920 -0.06077 -0.62209 -0.123
O -0.75591 -1.19532 0.70065 -0.551
O 1.75733 -1.29820 -0.16147 -0.521
Cl 2.28876 1.11742 0.43286 0.040
H -1.34632 1.30516 -1.00883 0.412
H -2.47489 0.77371 0.12250 0.388
H 1.23006 -1.35216 0.62828 0.474
```

multiplicity: 1
molecular weight: 110.500 Da
orbital gap (alpha / beta): 8.95 / 7.90 eV
highest occupied orbital energy (alpha / beta): -9.127 / -8.198 eV

=====

<2>
Density functional theory data (ωB97M-V/def2-TZVPD) for a cluster of 2 separate species, CH3ClN2O2 in total.

```
9
Properties=species:S:1:pos:R:3:nbo_charge:R:1
C -1.09787 0.54277 0.15694 -0.306
N 1.32542 -1.14813 0.20300 -0.026
N 0.17377 0.69556 -0.52338 0.130
O 2.50272 -0.87979 0.13629 -0.246
O 0.74904 1.71263 -0.20515 -0.261
Cl -1.78562 -1.04305 -0.17536 -0.041
H -1.03476 0.56456 1.18244 0.230
H -1.86864 1.39985 -0.26897 0.242
H 1.03594 -1.84440 -0.50581 0.278
```

multiplicity: 1
SMILES: O=NCCl.N=O
molecular weight: 110.500 Da
orbital gap: 8.35 eV
highest occupied orbital energy: -9.486 eV

=====

Most stable to least stable, the ends of the list are <1> and <2>.

=====

<1>
Density functional theory data (ωB97M-V/def2-TZVPD) for a cluster of 2 separate species, CH3ClN2O2 in total.

```
9
Properties=species:S:1:pos:R:3:nbo_charge:R:1
C 0.54323 -0.51637 0.15110 0.200
N -2.22392 -0.57573 0.09557 0.126
N -1.47742 -0.67356 -0.86737 -0.176
O -3.44564 -0.59189 0.17219 -0.454
O 1.61111 0.25010 -0.10418 -0.654
Cl 0.73883 -2.26757 0.13150 -0.010
H 2.06223 0.04962 -0.99988 0.512
H 0.13481 -0.18551 1.18322 0.164
H -1.64282 -0.24739 0.95394 0.293
```

multiplicity: 1
molecular weight: 110.500 Da
orbital gap (alpha / beta): 8.45 / 9.36 eV
highest occupied orbital energy (alpha / beta): -9.307 / -10.016 eV

=====

<2>
Density functional theory data (ωB97M-V/def2-TZVPD) for the molecule CH3ClN2O2.

```
9
Properties=species:S:1:pos:R:3:nbo_charge:R:1
C 0.24870 0.18473 1.09132 -0.242
N -1.68090 -1.19107 0.40180 0.135
N -1.04222 -0.00354 0.54397 0.062
O -2.82715 -1.41034 0.00346 -0.313
O -1.85832 1.23203 0.19246 -0.473
Cl 1.52539 -0.87477 0.42205 -0.061
H 0.61691 1.19270 0.89338 0.270
H 0.49869 -0.00382 2.15873 0.240
H -1.06114 -2.08084 0.33620 0.382
```

multiplicity: 1
molecular weight: 110.500 Da
orbital gap (alpha / beta): 8.00 / 9.08 eV
highest occupied orbital energy (alpha / beta): -9.208 / -9.764 eV

=====

Most stable to least stable, the ends of the list are <1> and <2>.

=====

<1>
Density functional theory data (ωB97M-V/def2-TZVPD) for the molecule C4H7N3O2.

```
16
Properties=species:S:1:pos:R:3:nbo_charge:R:1
C -1.53044 -1.11716 0.23275 -0.081
C -0.63028 -1.17474 -0.84298 0.090
C 0.51311 1.35015 0.07869 0.257
C 2.49620 -0.02668 0.19362 0.583
H -1.73061 0.64685 0.96299 0.492
H -0.79933 -2.11607 0.49917 0.239
H -2.56480 -1.38320 -0.02083 0.188
H -1.22903 -1.71177 -1.52946 0.217
H 0.85060 2.38597 0.71750 0.221
H -0.83495 2.44264 -0.70982 0.332
H 2.67379 0.93444 0.53904 0.081
N 0.53910 -0.74609 -0.98543 -0.301
N 1.08091 0.15669 0.04690 -0.367
N -0.56449 1.52113 -0.75924 -0.749
O -1.54812 -0.21978 1.24269 -0.707
O 3.27832 -0.94240 0.33442 -0.496
```

multiplicity: 1
SMILES: [H]/N=C/N(C=O)/N=C\CO
molecular weight: 129.119 Da
orbital gap: 9.86 eV
highest occupied orbital energy: -9.350 eV

=====

<2>
Density functional theory data (ωB97M-V/def2-TZVPD) for the molecule C4H7N3O2.

```
16
Properties=species:S:1:pos:R:3:nbo_charge:R:1
C 1.69333 1.61174 -1.17983 -0.408
C 0.03415 -0.06461 -0.64244 0.418
C 0.14185 -1.39990 -0.52745 -0.222
C -1.09205 -0.71830 1.14191 0.586
H 2.53034 1.12969 -0.73037 0.182
H 1.39941 2.36820 -0.41396 0.212
H 1.98346 2.17022 -2.14521 0.208
H 0.80895 0.19920 -2.44003 0.397
H 0.54218 -2.19287 -1.07144 0.204
H -1.29810 -2.62341 0.31973 0.383
H -2.50461 0.42655 3.38861 0.477
N 0.65409 0.64518 -1.47939 -0.614
N -0.55638 -1.94649 0.62472 -0.594
N -1.63762 -0.66197 2.24586 -0.223
O -2.01420 0.60623 2.51520 -0.546
O -0.68479 0.45055 0.39411 -0.462
```

multiplicity: 1
SMILES: CNc1c[nH]/c(=N/O)o1
molecular weight: 129.119 Da
orbital gap: 8.14 eV
highest occupied orbital energy: -7.372 eV

=====

<3>
Density functional theory data (ωB97M-V/def2-TZVPD) for the molecule C4H7N3O2.

```
16
Properties=species:S:1:pos:R:3:nbo_charge:R:1
C -1.21215 -0.97279 0.57916 -0.298
C -1.79932 -0.38749 -0.74613 0.058
C 0.54957 1.57520 -0.50715 -0.186
C 1.19346 0.30215 -0.03771 0.410
H 1.66123 -1.91179 0.88559 0.484
H -1.56751 -0.26605 1.50005 0.231
H -1.62701 -1.96624 0.64614 0.218
H -2.44846 -1.21136 -1.06801 0.214
H 0.44863 1.39756 -1.61858 0.242
H 0.95359 2.59896 -0.09612 0.245
H 2.78172 0.86091 -0.44153 0.343
N 0.27943 -0.68410 0.70456 -0.194
N -1.53479 0.83098 -1.08659 -0.137
N 2.39292 -0.03493 -0.24275 -0.690
O 0.84784 -1.61931 1.56205 -0.542
O -0.91914 1.48829 -0.03297 -0.399
```

multiplicity: 1
SMILES: [H]/N=C1\CON=CCN1O
molecular weight: 129.119 Da
orbital gap: 9.22 eV
highest occupied orbital energy: -8.411 eV

=====

Most stable to least stable, the ends of the list are <2> and <3>.

=====

<1>
Density functional theory data (ωB97M-V/def2-TZVPD) for a cluster of 2 separate species, CH6S3 in total.

```
10
Properties=species:S:1:pos:R:3:nbo_charge:R:1
S 2.57803 2.03048 -4.44692 -0.120
S 4.34052 2.10153 -5.49493 -0.127
H 2.47701 3.23007 -3.87443 0.121
H 5.24839 1.53485 -4.65768 0.127
C -2.34983 -1.52663 3.55591 -0.740
S -1.96148 -1.61208 1.79880 -0.038
H -3.01995 -2.32640 3.88136 0.213
H -1.44132 -1.69126 4.12625 0.229
H -2.78922 -0.57773 3.84852 0.220
H -3.08216 -1.16283 1.26313 0.116
```

multiplicity: 1
SMILES: CS.SS
molecular weight: 114.260 Da
orbital gap: 9.43 eV
highest occupied orbital energy: -9.077 eV

=====

<2>
Density functional theory data (ωB97M-V/def2-TZVPD) for a cluster of 2 separate species, CH6S3 in total.

```
10
Properties=species:S:1:pos:R:3:nbo_charge:R:1
S 0.14546 2.68344 1.34573 -0.127
S -1.90452 2.86470 1.52651 -0.121
H 0.34190 1.95584 2.45513 0.125
H -2.24633 1.79848 0.79403 0.124
C 0.70331 -1.22883 -0.63215 -0.714
S -0.07089 -2.70741 -1.39650 -0.059
H 0.69512 -0.46158 -1.39556 0.220
H 0.10562 -0.91523 0.21322 0.221
H 1.72320 -1.45101 -0.32016 0.213
H 0.50714 -2.53840 -2.59024 0.118
```

multiplicity: 1
SMILES: CS.SS
molecular weight: 114.260 Da
orbital gap: 9.35 eV
highest occupied orbital energy: -9.097 eV

=====

Most stable to least stable, the ends of the list are <2> and <1>.

=====

<1>
Density functional theory data (ωB97M-V/def2-TZVPD) for a cluster of 2 separate species, C3H9N2 in total.

```
14
Properties=species:S:1:pos:R:3:nbo_charge:R:1
C -0.17322 -0.83408 -0.93443 -0.416
C -0.59431 0.38931 -0.12572 0.064
C 0.38815 -0.53089 0.48534 -0.148
N -1.91750 0.51020 0.13647 -0.826
N 1.64454 0.16268 0.64555 -0.720
H -0.94058 -1.54629 -1.00755 0.255
H 0.60548 -0.67388 -1.71491 0.246
H 0.01552 1.63761 -0.78920 0.098
H 0.10583 -1.08817 1.43338 0.265
H -2.60484 -0.11213 -0.45748 0.412
H -2.27015 1.22677 0.68024 0.407
H 1.35287 1.03937 -0.01936 0.457
H 2.38377 -0.49880 0.11571 0.452
H 2.00444 0.31831 1.55196 0.454
```

multiplicity: 1
molecular weight: 73.119 Da
orbital gap: 9.97 eV
highest occupied orbital energy: -13.511 eV
total charge: +1

=====

<2>
Density functional theory data (ωB97M-V/def2-TZVPD) for the ion C3H9N2 with charge +1.

```
14
Properties=species:S:1:pos:R:3:nbo_charge:R:1
C 0.92539 0.28968 -0.14511 0.406
C -1.39996 1.14460 -0.02268 -0.404
C -0.81436 -1.26998 0.29931 -0.430
N 2.56395 -0.02078 -0.05350 -0.724
N -0.45686 0.02351 -0.00213 -0.292
H 1.06868 1.15994 -0.76198 0.184
H 3.07527 0.41113 -0.76040 0.418
H -2.17932 0.71455 0.59082 0.237
H -0.95803 2.00612 0.34113 0.242
H -1.90062 1.16971 -1.06127 0.247
H 0.06831 -1.83971 0.56493 0.236
H -1.52969 -1.21172 1.12110 0.227
H -1.33393 -1.81718 -0.58912 0.249
H 2.87117 -0.75987 0.47891 0.403
```

multiplicity: 1
SMILES: C[N+](C)=CN
molecular weight: 73.119 Da
orbital gap (alpha / beta): 9.78 / 9.78 eV
highest occupied orbital energy (alpha / beta): -14.893 / -14.893 eV
total charge: +1

=====

<3>
Density functional theory data (ωB97M-V/def2-TZVPD) for a cluster of 2 separate species, C3H9N2 in total.

```
14
Properties=species:S:1:pos:R:3:nbo_charge:R:1
C 0.85455 -1.63659 -1.00420 0.178
N 1.18587 -1.60610 0.25353 -0.590
H 0.82280 -2.59327 -1.47118 0.218
H 0.29184 -0.84687 -1.37582 0.238
H 1.21049 -0.56689 0.56692 0.470
H 1.31401 -2.39843 0.83772 0.449
C -1.83498 0.89094 -0.05519 -0.439
C -0.67513 0.94946 0.70545 -0.093
N 0.61796 1.35561 0.07996 -0.903
H -1.90512 1.09807 -1.07830 0.203
H -2.88467 0.69691 0.40877 0.240
H -0.74334 0.82394 1.84806 0.231
H 0.49154 2.16314 -0.53809 0.411
H 1.25420 1.67008 0.82237 0.388
```

multiplicity: 1
molecular weight: 73.119 Da
orbital gap: 7.38 eV
highest occupied orbital energy: -12.998 eV
total charge: +1

=====

Most stable to least stable, the ends of the list are <3> and <1>.